(1)
This record from OMol25 describes a gas-phase ion, C5H10NO (charge -1). The level of theory is ωB97M-V/def2-TZVPD.

Geometry as XYZ:
```
17
C5H10NO (ωB97M-V/def2-TZVPD)
C -0.1015 0.3840 -3.1121
N 0.7501 -0.1539 -2.3414
C 0.8713 0.4384 -1.0000
C -0.1517 -0.2100 -0.0203
C 0.2726 0.0218 1.4178
C -0.6738 -0.6447 2.5148
O -0.4688 -0.2542 3.7675
H -0.1587 -0.1588 -4.0588
H -0.6891 1.2874 -2.9444
H 0.6599 1.5161 -0.8769
H 1.8667 0.1937 -0.6251
H -0.3714 -1.2408 -0.3433
H -1.1338 0.2944 -0.0885
H 0.3456 1.0883 1.6816
H 1.2826 -0.4174 1.5203
H -1.7327 -0.3864 2.1644
H -0.5674 -1.7578 2.3445
```

Calculated values
Total charge: -1
Kohn-Sham gap: 5.580 eV
Electronic energy: -326.44956 a.u.
SMILES: C=NCCCC[O-]
HOMO: -2.151 eV


(2)
This record from OMol25 describes 2 unconnected molecules or ions with the total composition C4H10N2O2. The level of theory is ωB97M-V/def2-TZVPD.

Geometry as XYZ:
```
18
C4H10N2O2 (ωB97M-V/def2-TZVPD)
C -1.1248 1.4595 -1.3185
C -0.0097 0.5029 -1.6572
N -0.0684 -0.2135 -2.8156
O 1.0707 0.6406 -1.0988
H -2.0751 1.1269 -1.7400
H -0.8821 2.5032 -1.4556
H -1.2767 1.3102 -0.2397
H 0.7506 -0.7263 -3.0523
H -0.9078 -0.6425 -3.1780
C 1.4725 -0.9306 1.7387
C 0.0400 -0.4604 1.7458
N -0.9570 -1.3777 1.8304
O -0.2232 0.7270 1.6823
H 1.9368 -0.4159 0.8987
H 1.5229 -2.0166 1.6290
H 2.0901 -0.7050 2.6059
H -1.9060 -1.1016 1.9229
H -0.7824 -2.3775 1.9016
```

Calculated values
Kohn-Sham gap: 10.265 eV
Electronic energy: -418.43259 a.u.
SMILES: CC(N)=O.CC(N)=O
HOMO: -9.456 eV


(3)
This record from OMol25 describes a single C4H5NO2 molecule. The level of theory is ωB97M-V/def2-TZVPD.

Geometry as XYZ:
```
12
C4H5NO2 (ωB97M-V/def2-TZVPD)
N 2.0174 -1.6861 -0.7035
C 1.1241 -0.7176 -0.5633
C 0.2824 0.1663 -0.5578
C -1.0167 0.6355 -0.0583
O -1.4071 1.9389 -0.4353
C -0.9822 0.6106 1.4705
O -1.0482 -0.3989 2.1227
H 2.8678 -1.7129 -0.1674
H 1.8238 -2.4487 -1.3306
H -1.7497 -0.1132 -0.3927
H -1.0442 2.1114 -1.3117
H -0.8674 1.6148 1.9274
```

Calculated values
Kohn-Sham gap: 9.619 eV
Electronic energy: -360.56091 a.u.
SMILES: NC#C[C@H](O)C=O
HOMO: -8.941 eV


(4)
This record from OMol25 describes 7 unconnected molecules or ions with the total composition C35H79NO9Si. The level of theory is ωB97M-V/def2-TZVPD.

Geometry as XYZ:
```
125
C35H79NO9Si (ωB97M-V/def2-TZVPD)
C 5.9387 -1.3137 -2.5687
C 4.4387 -1.0802 -2.9352
Si 4.1227 0.7267 -3.3765
C 3.4201 1.5998 -1.8196
O 2.0400 1.9648 -1.9931
C 1.1890 1.3994 -1.0734
O 1.0032 0.0150 -1.3363
C -0.3495 -0.3606 -1.5748
C -0.3611 -1.7954 -2.0882
O -1.3424 -2.5733 -1.4347
C 2.8774 0.9273 -4.7605
C 1.6501 0.2577 -4.7211
C 0.7579 0.4667 -5.7645
C 1.0952 1.3178 -6.8112
N 2.2630 1.9518 -6.8788
C 3.1082 1.7455 -5.8687
H 6.4443 -0.3780 -2.3565
H 5.9912 -1.9611 -1.7021
H 6.4267 -1.7815 -3.4159
H 4.1771 -1.6891 -3.7958
H 3.7844 -1.3173 -2.1029
H 5.3557 1.4518 -3.7595
H 3.5128 0.9369 -0.9601
H 3.9789 2.5092 -1.6022
H 0.2355 1.9208 -1.1179
H 1.5827 1.4830 -0.0566
H -0.7927 0.3197 -2.3027
H -0.9052 -0.3348 -0.6384
H 0.6257 -2.2095 -1.8855
H -0.4845 -1.8151 -3.1698
H -2.0673 -2.7289 -2.0425
H 1.4033 -0.3933 -3.8973
H -0.2048 -0.0252 -5.7682
H 0.3812 1.4726 -7.6052
H 4.0563 2.2642 -5.9336
C -4.5178 -3.3766 1.0815
C -3.8256 -2.0862 0.6753
O -4.5493 -1.3269 -0.2810
C -5.8349 -0.8979 0.1283
C -5.8254 -0.0169 1.3644
H -4.7150 -3.9960 0.2042
H -3.8868 -3.9393 1.7703
H -5.4705 -3.1942 1.5813
H -2.8747 -2.3215 0.2036
H -3.5983 -1.4784 1.5591
H -6.4956 -1.7606 0.2778
H -6.2364 -0.3390 -0.7180
H -5.4452 -0.5451 2.2412
H -6.8382 0.3215 1.5932
H -5.1942 0.8587 1.2022
C 5.5200 5.5866 -10.5637
C 5.9389 4.2688 -11.1943
O 6.0753 3.2049 -10.2736
C 4.9068 2.8562 -9.5487
C 3.7441 2.4124 -10.4172
H 6.2237 5.8760 -9.7821
H 5.4964 6.3718 -11.3202
H 4.5275 5.5288 -10.1152
H 6.9239 4.3810 -11.6483
H 5.2498 3.9944 -12.0015
H 4.6039 3.6779 -8.8909
H 5.2066 2.0325 -8.9009
H 3.3905 3.2111 -11.0713
H 2.9109 2.1061 -9.7847
H 4.0371 1.5701 -11.0464
C -2.9553 0.4357 5.7828
C -4.2112 -0.3772 5.5253
O -4.0235 -1.4422 4.6117
C -3.0706 -2.4196 4.9868
C -3.3953 -3.1205 6.2942
H -2.5608 0.8335 4.8461
H -3.1779 1.2697 6.4497
H -2.1736 -0.1616 6.2535
H -4.9730 0.2587 5.0727
H -4.6289 -0.7488 6.4679
H -2.0671 -1.9807 5.0229
H -3.0675 -3.1478 4.1750
H -3.3903 -2.4303 7.1394
H -2.6561 -3.8968 6.4973
H -4.3814 -3.5849 6.2416
C -0.6272 0.8998 10.0659
C -1.8774 0.0767 9.8070
O -1.6874 -0.9905 8.8969
C -0.7365 -1.9723 9.2660
C -1.0574 -2.6878 10.5670
H -0.2279 1.2918 9.1295
H -0.8619 1.7378 10.7227
H 0.1580 0.3137 10.5452
H -2.6389 0.7084 9.3487
H -2.2986 -0.2914 10.7494
H 0.2690 -1.5382 9.3030
H -0.7392 -2.6916 8.4464
H -1.0439 -2.0113 11.4224
H -0.3209 -3.4700 10.7529
H -2.0460 -3.1463 10.5166
C -9.9131 -1.7964 2.0366
C -9.9321 -0.5875 2.9569
O -9.5691 0.6244 2.3229
C -10.3857 1.0378 1.2434
C -11.8380 1.2767 1.6200
H -8.9301 -1.9095 1.5764
H -10.1384 -2.7004 2.6031
H -10.6499 -1.7151 1.2362
H -9.1962 -0.7248 3.7494
H -10.9081 -0.4899 3.4460
H -10.3164 0.3244 0.4140
H -9.9431 1.9706 0.8938
H -12.3314 0.3633 1.9547
H -12.3892 1.6527 0.7576
H -11.9081 2.0104 2.4241
C 10.2754 -1.9104 -0.7827
C 9.6041 -0.8904 -1.6869
O 8.7738 0.0283 -1.0006
C 9.4081 0.8343 -0.0247
C 10.5197 1.7134 -0.5722
H 9.5285 -2.4615 -0.2097
H 10.8492 -2.6190 -1.3807
H 10.9615 -1.4432 -0.0750
H 8.9464 -1.4067 -2.3864
H 10.3489 -0.3580 -2.2891
H 9.7780 0.2170 0.8019
H 8.6160 1.4629 0.3824
H 11.3490 1.1274 -0.9703
H 10.9153 2.3495 0.2201
H 10.1431 2.3502 -1.3737
```

Calculated values
Kohn-Sham gap: 9.976 eV
Electronic energy: -2402.21497 a.u.
SMILES: CC[Si@H](COCOCCO)c1cccnc1.CCOCC.CCOCC.CCOCC.CCOCC.CCOCC.CCOCC
HOMO: -9.247 eV


(5)
This record from OMol25 describes a molecular structure, C17H16Cl3NO5ReSi2. The level of theory is ωB97M-V/def2-TZVPD.

Geometry as XYZ:
```
45
C17H16Cl3NO5ReSi2 (ωB97M-V/def2-TZVPD)
Re 0.8613 0.1923 -1.5049
C -2.9153 1.6845 1.0593
Si -1.0693 1.2727 1.2777
C 0.0738 2.2165 2.4759
C -1.1446 -0.5526 1.8119
C -1.7425 -0.6523 3.0715
C -2.0434 -1.8686 3.6455
C -1.7678 -3.0354 2.9545
C -1.1628 -2.9540 1.7175
C -0.8289 -1.7317 1.1369
Si 0.1560 -1.8976 -0.5103
C 1.7021 -2.9586 0.0117
C -0.9502 -2.9904 -1.6722
H -3.4350 1.5117 1.9959
H -3.3651 1.0313 0.3136
H -3.1034 2.7131 0.7695
H 0.0045 1.8201 3.4836
H -0.1939 3.2693 2.5161
H 1.1192 2.1582 2.1742
H -1.9718 0.2499 3.6186
H -2.4956 -1.9041 4.6248
H -2.0183 -3.9946 3.3843
H -0.9383 -3.8668 1.1869
H 1.4307 -3.7396 0.7158
H 2.4638 -2.3392 0.4792
H 2.1522 -3.4265 -0.8595
H -1.0781 -3.9885 -1.2636
H -0.5039 -3.0930 -2.6575
H -1.9382 -2.5583 -1.8015
O -0.7737 6.0440 -1.4995
C -0.1902 5.0416 -1.1949
C 1.0769 4.4653 -1.8140
O 2.0696 5.0518 -2.1562
C 0.8641 2.9884 -1.7137
C -0.0766 2.7690 -0.7009
O -0.3179 1.4873 -0.2869
C -0.6520 3.9772 -0.2119
O -1.3519 4.1459 0.7724
O 1.4479 2.0750 -2.3472
Cl 3.6075 -1.8623 -5.7526
C 4.0350 -1.5578 -4.0382
Cl 4.5991 -3.0965 -3.3000
Cl 5.3754 -0.3632 -3.9764
C 2.9254 -1.0488 -3.3230
N 2.0641 -0.6850 -2.6122
```

Calculated values
Spin multiplicity: 4
Kohn-Sham gap (spin up / spin down): 8.171 / 6.246 eV
Electronic energy: -3126.12409 a.u.
HOMO (spin up / spin down): -8.935 / -8.028 eV


(6)
This record from OMol25 describes 2 unconnected molecules or ions with the total composition C6H12N2O. The level of theory is ωB97M-V/def2-TZVPD.

Geometry as XYZ:
```
21
C6H12N2O (ωB97M-V/def2-TZVPD)
H 2.4442 -0.6354 -1.7644
N 2.1766 -0.6077 -0.7824
C 1.1930 0.1951 -0.5061
C 0.8036 0.1825 1.0888
C 1.1628 -0.8863 1.7994
C 0.1674 1.4090 1.6629
H 1.2855 1.2724 -0.6961
H 1.8498 -1.6175 1.4019
H 0.7742 -1.0396 2.7963
H -0.6914 1.7667 1.0939
H -0.2181 1.1856 2.6578
H 0.8711 2.2435 1.7114
C -1.5487 0.5455 -2.1019
C -0.7865 -0.4112 -1.2255
N -1.4187 -0.7180 -0.0642
O -1.0376 -1.9477 0.4199
H -1.1574 0.4835 -3.1180
H -1.4547 1.5643 -1.7289
H -2.6084 0.2955 -2.1301
H -0.2626 -1.2097 -1.7524
H -1.5443 -2.0707 1.2376
```

Calculated values
Kohn-Sham gap (spin up / spin down): 8.359 / 8.360 eV
Electronic energy: -420.36736 a.u.
SMILES: [H]/N=C/C(=C)C.C/C=N/O
HOMO (spin up / spin down): -8.658 / -8.658 eV


In eV/Å, the strongest force on any atom values for the records above are, in order, 1.7; 2.8; 0.6; 1.0; 3.4; 6.6.